1.
This record from the OMol25 dataset describes a cluster of 2 separate species, CH5BrP2 in total. The level of theory is ωB97M-V/def2-TZVPD.

The expectation value of S² is 2.009. Its frontier orbital gap (alpha / beta) is 8.7 / 7.2 eV. The HOMO energy (alpha / beta) comes out at -8.43 / -9.44 eV.

The geometry in ORCA input format:
```
! RIJCOSX wB97M-V def2-TZVPD def2/J DEFGRID3
* xyz 0 3
Br -2.51 0.70 -0.18
P -1.10 1.77 1.23
P -0.14 0.46 2.51
C 0.78 -0.99 -0.77
H 0.28 -0.75 0.17
H -0.15 2.03 0.24
H 1.45 -1.82 -0.59
H 1.35 -0.13 -1.11
H 0.04 -1.28 -1.50
*
```

2.
This record from the OMol25 dataset describes a structure of composition C18H37O2P3Sn. The level of theory is ωB97M-V/def2-TZVPD.

Its frontier orbital gap (alpha / beta) is 4.5 / 4.3 eV. The HOMO energy (alpha / beta) comes out at -19.41 / -19.42 eV.

The geometry in ORCA input format:
```
! RIJCOSX wB97M-V def2-TZVPD def2/J DEFGRID3
* xyz 4 1
Sn -0.44 0.47 -0.05
P -2.22 1.06 -1.72
P 1.96 1.35 -0.75
P -1.96 0.96 2.27
O 0.85 -1.91 -0.70
O 0.07 3.73 1.33
C 2.10 3.02 -1.47
C -2.95 -0.45 -2.39
C -3.61 2.08 -1.14
C -2.99 2.45 2.41
C 2.54 -0.08 4.41
C 2.74 0.22 -1.96
C 1.21 -3.10 -1.33
C -1.44 1.99 -3.07
C -1.11 0.92 3.88
C 0.23 -3.86 -2.01
C 2.55 -3.49 -1.30
C -3.24 -0.32 2.54
C 2.11 -1.24 3.89
C 0.64 -5.01 -2.68
C 2.94 -4.65 -1.98
C 1.98 -5.41 -2.66
C -0.35 2.74 0.92
C 3.18 1.40 0.61
H -0.83 1.93 4.18
H 2.73 -0.81 -1.59
H -2.76 -1.29 2.73
H -3.81 0.01 3.43
H -0.52 1.50 -3.41
H -0.13 -1.74 -0.76
H 1.16 -1.69 4.19
H 3.77 0.53 -2.19
H -0.81 -3.56 -1.99
H 3.99 -4.94 -1.98
H -2.37 3.34 2.61
H 2.18 0.23 -2.91
H 3.28 -2.89 -0.76
H -3.23 3.04 -0.77
H -3.45 -1.01 -1.60
H -4.17 1.58 -0.34
H 4.18 1.12 0.24
H -1.83 0.51 4.61
H -1.19 3.01 -2.75
H -4.31 2.28 -1.97
H -3.66 2.29 3.28
H -3.69 -0.14 -3.13
H -2.24 -1.13 -2.87
H 3.23 2.41 1.02
H -0.22 0.28 3.86
H -0.09 -5.60 -3.24
H 3.47 0.39 4.09
H 2.88 0.71 1.41
H 2.64 -1.71 3.06
H 2.01 0.42 5.23
H 2.29 -6.33 -3.15
H 2.13 3.77 -0.66
H 1.24 3.23 -2.12
H 3.02 3.12 -2.07
H -3.59 2.61 1.50
H -3.92 -0.38 1.68
H -2.15 2.05 -3.92
*
```

3.
This record from the OMol25 dataset describes a cluster of 7 separate species, H14O7 in total. The level of theory is ωB97M-V/def2-TZVPD.

The structure (SMILES) is O.O.O.O.O.O.O. Its frontier orbital gap is 11.3 eV. The HOMO energy comes out at -11.26 eV.

The geometry in ORCA input format:
```
! RIJCOSX wB97M-V def2-TZVPD def2/J DEFGRID3
* xyz 0 1
O -0.87 -1.55 2.96
O -0.05 -0.18 -0.64
O -4.90 -1.49 -1.09
O 0.19 3.65 -1.38
O 4.47 0.47 1.69
O 3.49 -2.69 -1.91
O -2.40 1.30 1.29
H -2.28 0.62 0.62
H 4.31 -2.32 -1.56
H -4.88 -1.37 -2.05
H -0.98 -0.03 -0.82
H -1.73 -1.13 2.81
H 0.21 0.57 -0.09
H 4.05 0.44 0.83
H -4.43 -2.32 -0.95
H -3.29 1.14 1.63
H 0.78 2.95 -1.07
H 3.29 -2.14 -2.68
H 5.02 1.26 1.66
H -0.27 -0.81 3.11
H 0.28 3.62 -2.34
*
```

4.
This record from the OMol25 dataset describes the ion C2H4Br2N with charge +1. The level of theory is ωB97M-V/def2-TZVPD.

Its frontier orbital gap (alpha / beta) is 8.6 / 7.7 eV. The HOMO energy (alpha / beta) comes out at -14.29 / -13.77 eV.

The geometry in ORCA input format:
```
! RIJCOSX wB97M-V def2-TZVPD def2/J DEFGRID3
* xyz 1 1
Br 2.59 0.47 0.00
Br -2.60 0.49 0.13
N -0.01 -0.67 -0.09
C 1.03 0.05 0.90
C -1.03 0.24 -0.71
H -0.48 1.14 -1.28
H 0.41 -1.07 -0.97
H 0.40 0.73 1.50
H -0.31 -1.39 0.52
*
```

5.
This record from the OMol25 dataset describes a structure of composition C3H3N3S. The level of theory is ωB97M-V/def2-TZVPD.

Its frontier orbital gap is 7.8 eV. The HOMO energy comes out at -7.73 eV.

The geometry in ORCA input format:
```
! RIJCOSX wB97M-V def2-TZVPD def2/J DEFGRID3
* xyz 0 1
S -1.11 1.44 -0.01
N 1.58 1.52 0.06
N -2.53 -1.02 0.08
N 0.87 -1.73 0.03
C -1.61 -0.25 -0.01
C 0.54 0.88 0.03
C 0.41 -0.62 0.01
H -3.53 -0.83 -0.18
H 1.78 -2.25 0.07
H 1.54 2.55 -0.07
*
```

6.
This record from the OMol25 dataset describes the ion CH3F3NS with charge +1. The level of theory is ωB97M-V/def2-TZVPD.

The structure (SMILES) is C[N+]#S(F)(F)F. Its frontier orbital gap is 9.1 eV. The HOMO energy comes out at -17.73 eV.

The geometry in ORCA input format:
```
! RIJCOSX wB97M-V def2-TZVPD def2/J DEFGRID3
* xyz 1 1
S -2.79 0.09 0.02
F -3.59 0.99 -1.00
F -3.78 0.28 1.15
F -3.01 -1.69 -0.37
N -1.42 0.34 0.57
C -0.25 -0.22 0.00
H 0.02 0.47 -0.80
H -0.52 -1.15 -0.27
H 0.52 -0.39 0.79
*
```

7.
This record from the OMol25 dataset describes an isolated molecule of C5H11N. The level of theory is ωB97M-V/def2-TZVPD.

The structure (SMILES) is C=C(C)CCN. Its frontier orbital gap is 10.1 eV. The HOMO energy comes out at -9.03 eV.

The geometry in ORCA input format:
```
! RIJCOSX wB97M-V def2-TZVPD def2/J DEFGRID3
* xyz 0 1
N -2.24 0.51 -0.75
C 0.23 0.62 -0.72
C -1.03 -0.14 -1.26
C 0.95 -0.12 0.37
C 1.99 -0.89 0.08
C 0.57 0.15 1.79
H -0.95 -1.10 -0.78
H 0.74 -0.74 2.40
H 2.53 -1.44 0.84
H -2.32 0.40 0.25
H -3.06 0.18 -1.23
H -1.13 -0.16 -2.34
H 2.30 -1.06 -0.94
H -0.49 0.37 2.00
H 1.17 0.97 2.19
H -0.16 1.57 -0.35
H 0.90 0.89 -1.54
*
```

8.
This record from the OMol25 dataset describes a structure of composition C17H22N4O2S2W. The level of theory is ωB97M-V/def2-TZVPD.

The expectation value of S² is 2.009. Its frontier orbital gap (alpha / beta) is 5.9 / 6.4 eV. The HOMO energy (alpha / beta) comes out at -21.03 / -21.01 eV.

The geometry in ORCA input format:
```
! RIJCOSX wB97M-V def2-TZVPD def2/J DEFGRID3
* xyz 4 3
W 0.26 0.69 -0.62
S 2.23 3.92 2.00
S -2.82 3.75 -1.95
O -1.12 -0.36 0.30
O 2.11 0.86 -1.60
N -2.12 -1.85 1.72
N 0.93 2.25 0.61
N -1.08 2.21 -0.97
N 1.03 -1.36 -0.98
C 3.04 -0.09 -0.93
C -2.23 2.21 -1.69
C 2.48 1.18 2.33
C -3.17 -2.26 0.78
C 1.09 4.54 0.88
C -1.51 4.47 -1.09
C 1.88 2.33 1.58
C 3.06 -2.60 -1.36
C 0.92 -3.68 -1.54
C 0.47 3.52 0.26
C -0.68 3.51 -0.63
C 2.39 -1.43 -1.09
C 2.30 -3.75 -1.58
C -2.21 -2.47 3.07
C -1.20 -1.00 1.46
C 0.32 -2.48 -1.23
C -2.88 0.98 -2.22
H 2.80 -4.69 -1.81
H 2.19 0.76 -2.57
H 0.31 -4.55 -1.75
H -3.24 0.37 -1.38
H -2.18 0.39 -2.82
H -1.45 5.54 -0.96
H -3.04 -1.76 -0.18
H 1.79 0.34 2.38
H -1.37 -2.16 3.68
H 3.43 0.87 1.91
H -4.13 -2.00 1.22
H -0.48 -0.75 2.24
H -3.15 -2.15 3.52
H 4.14 -2.62 -1.43
H 0.93 5.60 0.79
H -3.12 -3.34 0.66
H -3.73 1.23 -2.85
H -2.21 -3.55 2.94
H 4.04 0.04 -1.34
H 2.70 1.50 3.35
H -0.76 -2.39 -1.19
H 3.04 0.23 0.11
*
```

It is found that the strongest force on any atom values, taken in the order of the records, are 1.63; 5.51; 0.26; 3.08; 4.72; 4.99; 1.92; 1.55 eV/A.
It is found that the total energy values, taken in the order of the records, are -89736.2097; -57014.5134; -14559.0864; -143702.0806; -18461.2043; -21550.2220; -6852.5211; -51496.0714 eV.
It is found that the energy relative to the best compared isomer or geometry (same formula, charge and spin) values, taken in the order of the records, are 0.0; 0.0; 54.8; 77.6; 89.4; 56.9; 23.2; 22.6 kcal/mol.